# 1
The following is a DFT calculation (ωB97M-V with the def2-TZVPD basis set) of a structure of composition C26H70Li4N4O13 in a non-equilibrium geometry.

Each line ends with the Löwdin charge.
Geometry (Å):
Li (3.006, -0.954, 3.439)  0.70
Li (4.309, 2.122, 2.319)  0.81
Li (1.413, 1.790, 2.921)  0.67
Li (3.390, 4.309, 1.175)  0.82
O (2.610, 2.359, 1.133)  -0.54
C (2.415, 1.107, 0.518)  -0.37
C (1.323, 0.065, 1.042)  -0.31
O (1.312, -0.298, 2.432)  -0.46
H (3.437, 0.759, 0.366)  0.05
H (2.159, 1.283, -0.527)  0.10
H (1.268, -0.923, 0.586)  0.11
H (0.356, 0.489, 0.771)  0.09
C (0.631, -3.504, 5.602)  -0.09
O (1.843, -3.103, 5.008)  -0.20
C (2.435, -4.121, 4.222)  -0.22
C (3.825, -3.730, 3.799)  -0.18
N (3.975, -2.740, 2.705)  -0.11
C (3.272, -3.193, 1.514)  -0.19
C (3.863, -2.504, 0.254)  -0.20
O (5.123, -3.140, -0.030)  -0.20
C (5.809, -2.681, -1.255)  -0.03
H (0.142, -4.230, 4.953)  0.09
H (0.028, -2.601, 5.697)  0.09
H (0.768, -4.075, 6.520)  0.10
H (1.823, -4.329, 3.344)  0.10
H (2.496, -5.074, 4.748)  0.14
H (4.375, -4.660, 3.654)  0.13
H (4.456, -3.355, 4.604)  0.13
H (4.958, -2.685, 2.478)  0.11
H (2.205, -3.008, 1.639)  0.09
H (3.439, -4.253, 1.328)  0.14
H (4.048, -1.452, 0.473)  0.09
H (3.165, -2.544, -0.581)  0.11
H (5.239, -2.833, -2.171)  0.09
H (6.686, -3.317, -1.136)  0.10
H (6.058, -1.620, -1.223)  0.07
C (2.547, -1.106, -3.254)  -0.11
O (1.452, -0.513, -3.909)  -0.17
C (0.875, 0.614, -3.304)  -0.22
C (1.695, 1.830, -3.698)  -0.22
N (1.291, 2.341, -5.016)  -0.05
C (2.163, 3.413, -5.507)  -0.23
C (1.704, 3.889, -6.872)  -0.18
O (2.647, 4.940, -7.240)  -0.17
C (2.194, 5.903, -8.148)  -0.14
H (2.694, -2.030, -3.813)  0.11
H (2.273, -1.424, -2.248)  0.06
H (3.436, -0.493, -3.105)  0.08
H (0.820, 0.503, -2.221)  0.09
H (-0.155, 0.681, -3.654)  0.13
H (2.771, 1.656, -3.672)  0.11
H (1.430, 2.518, -2.895)  0.10
H (1.377, 1.594, -5.690)  0.11
H (3.199, 3.077, -5.566)  0.12
H (2.200, 4.257, -4.818)  0.12
H (0.661, 4.199, -6.805)  0.12
H (1.714, 2.986, -7.482)  0.12
H (2.651, 6.892, -8.109)  0.08
H (1.132, 6.146, -8.169)  0.08
H (2.382, 5.626, -9.185)  0.08
C (-2.223, -1.258, 0.366)  -0.05
O (-3.499, -1.994, 0.540)  -0.18
C (-4.516, -1.351, 1.207)  -0.26
C (-5.656, -2.371, 1.283)  -0.21
N (-6.141, -3.026, 0.067)  -0.05
C (-6.701, -2.021, -0.877)  -0.21
C (-7.270, -2.623, -2.127)  -0.22
O (-8.433, -3.455, -2.031)  -0.17
C (-9.611, -2.806, -1.582)  -0.11
H (-2.340, -0.250, -0.032)  0.06
H (-1.404, -1.801, -0.105)  0.09
H (-1.928, -1.042, 1.393)  0.05
H (-4.845, -0.485, 0.633)  0.11
H (-4.237, -1.121, 2.235)  0.11
H (-6.505, -1.903, 1.781)  0.12
H (-5.351, -3.248, 1.855)  0.12
H (-5.496, -3.705, -0.311)  0.11
H (-5.830, -1.395, -1.070)  0.10
H (-7.398, -1.349, -0.376)  0.11
H (-6.510, -3.124, -2.726)  0.12
H (-7.489, -1.834, -2.846)  0.12
H (-9.373, -2.134, -0.757)  0.07
H (-10.432, -3.453, -1.272)  0.09
H (-10.032, -2.130, -2.326)  0.08
C (-1.794, 1.021, 6.323)  -0.12
O (-2.208, 1.585, 5.129)  -0.19
C (-1.886, 0.812, 3.979)  -0.17
C (-1.827, 1.680, 2.674)  -0.20
N (-0.717, 2.586, 2.774)  -0.12
C (-0.962, 3.686, 1.821)  -0.16
C (-1.103, 3.262, 0.294)  -0.20
O (-2.436, 2.819, 0.050)  -0.18
C (-2.535, 2.614, -1.373)  -0.09
H (-0.730, 0.792, 6.376)  0.08
H (-2.455, 0.175, 6.510)  0.10
H (-1.924, 1.737, 7.134)  0.10
H (-2.776, 0.183, 4.011)  0.13
H (-0.989, 0.193, 3.976)  0.11
H (-2.789, 2.150, 2.469)  0.13
H (-1.723, 1.100, 1.757)  0.09
H (-0.780, 2.905, 3.730)  0.10
H (-0.212, 4.467, 1.952)  0.10
H (-1.922, 4.102, 2.128)  0.13
H (-0.321, 2.567, -0.009)  0.11
H (-0.967, 4.252, -0.142)  0.12
H (-2.207, 1.639, -1.731)  0.07
H (-2.041, 3.335, -2.024)  0.09
H (-3.581, 2.695, -1.668)  0.10
O (-0.066, -2.756, 2.613)  -0.03
H (0.366, -1.903, 2.563)  -0.03
H (0.644, -3.390, 2.507)  -0.01
O (4.551, 4.026, -0.617)  -0.07
H (5.255, 3.948, -1.260)  0.07
H (4.035, 3.227, -0.728)  0.00
O (5.695, 1.188, -1.035)  -0.01
H (4.770, 0.984, -0.894)  -0.01
H (6.043, 1.346, -0.158)  0.04

- Gap between HOMO and LUMO: 2.52 eV
- Net charge: +2
- E_LUMO: -8.45 eV
- HOMO level: -10.97 eV



# 2
The following is a DFT calculation (ωB97M-V with the def2-TZVPD basis set) of a cluster of 11 separate species, C26H70N4O18 in total in a non-equilibrium geometry.

Each line ends with the Löwdin charge.
Geometry (Å):
C (-3.326, 4.467, -1.978)  -0.24
C (-3.533, 3.636, -0.730)  -0.24
O (-2.296, 3.289, -0.179)  -0.05
O (-2.714, 3.774, -3.069)  -0.07
H (-2.707, 5.339, -1.587)  0.13
H (-4.200, 4.969, -2.349)  0.11
H (-4.030, 2.685, -1.084)  0.14
H (-4.228, 4.252, -0.068)  0.15
H (-2.209, 2.353, -0.044)  0.05
H (-2.451, 2.938, -2.683)  0.04
C (3.178, 2.374, 2.005)  -0.21
C (4.090, 1.450, 1.114)  -0.27
O (3.451, 0.493, 0.352)  -0.06
O (2.246, 3.239, 1.364)  -0.10
H (3.891, 2.999, 2.598)  0.12
H (2.593, 1.724, 2.735)  0.13
H (4.857, 1.108, 1.786)  0.10
H (4.639, 2.150, 0.468)  0.12
H (3.192, -0.228, 0.925)  0.02
H (2.418, 3.319, 0.431)  0.02
C (-4.854, -0.315, 0.551)  -0.29
C (-4.754, -1.710, 0.957)  -0.25
O (-3.549, -2.252, 0.458)  -0.09
O (-3.721, 0.357, 1.025)  -0.09
H (-5.695, 0.138, 1.118)  0.13
H (-5.032, -0.248, -0.537)  0.13
H (-5.633, -2.327, 0.645)  0.14
H (-4.778, -1.638, 2.064)  0.13
H (-3.501, -2.217, -0.526)  0.09
H (-3.016, 0.255, 0.341)  0.04
C (-1.184, -3.953, -2.041)  -0.23
C (-1.899, -3.093, -3.064)  -0.21
O (-2.750, -2.168, -2.400)  -0.09
O (-2.161, -4.866, -1.554)  -0.04
H (-0.722, -3.339, -1.288)  0.09
H (-0.371, -4.488, -2.523)  0.09
H (-2.627, -3.602, -3.661)  0.11
H (-1.296, -2.551, -3.782)  0.11
H (-2.158, -1.461, -2.091)  0.05
H (-2.347, -4.644, -0.648)  0.06
C (-1.213, 3.135, 2.816)  -0.24
C (-1.613, 3.156, 4.258)  -0.30
O (-0.608, 3.516, 5.118)  -0.05
O (-0.116, 2.276, 2.497)  -0.07
H (-0.968, 4.205, 2.695)  0.13
H (-2.061, 2.884, 2.219)  0.09
H (-2.003, 2.147, 4.499)  0.11
H (-2.412, 3.916, 4.446)  0.14
H (0.202, 3.060, 4.858)  0.09
H (0.586, 2.861, 2.161)  0.05
C (0.341, 5.490, -1.482)  -0.22
C (1.841, 5.191, -1.535)  -0.16
O (2.159, 3.773, -1.235)  -0.10
O (-0.264, 5.045, -2.690)  -0.09
H (0.203, 6.583, -1.444)  0.12
H (-0.160, 5.003, -0.654)  0.11
H (2.362, 5.789, -0.773)  0.13
H (2.209, 5.423, -2.543)  0.12
H (1.549, 3.299, -1.825)  0.07
H (-1.111, 4.582, -2.514)  0.03
C (-0.913, -1.038, 1.318)  -0.24
C (-0.629, -0.120, 0.166)  -0.15
O (-1.762, -0.140, -0.764)  -0.13
O (-0.869, -2.407, 0.994)  -0.08
H (-1.910, -0.858, 1.743)  0.11
H (-0.185, -0.817, 2.108)  0.11
H (0.314, -0.336, -0.299)  0.11
H (-0.529, 0.896, 0.512)  0.10
H (-1.439, 0.431, -1.528)  0.08
H (-1.808, -2.721, 0.885)  0.08
C (1.824, -3.000, -2.821)  -0.35
O (1.306, -2.210, -2.059)  0.02
N (3.120, -2.959, -3.147)  -0.19
C (3.593, -3.989, -4.044)  -0.05
C (4.070, -2.060, -2.496)  -0.02
H (1.300, -3.868, -3.238)  0.12
H (4.141, -4.778, -3.550)  0.09
H (4.190, -3.437, -4.774)  0.09
H (2.717, -4.390, -4.560)  0.09
H (4.710, -2.714, -1.890)  0.09
H (4.735, -1.587, -3.218)  0.09
H (3.527, -1.325, -1.914)  0.08
C (-1.501, -3.224, 5.380)  -0.35
O (-0.936, -4.321, 5.401)  -0.02
N (-0.893, -2.043, 5.387)  -0.18
C (-1.473, -0.751, 5.218)  -0.07
C (0.599, -2.032, 5.511)  -0.02
H (-2.628, -3.078, 5.327)  0.15
H (-0.878, -0.083, 4.642)  0.07
H (-1.590, -0.325, 6.245)  0.11
H (-2.442, -0.871, 4.779)  0.08
H (1.093, -1.529, 4.682)  0.07
H (0.923, -1.362, 6.316)  0.09
H (1.044, -3.011, 5.682)  0.08
C (-0.250, 2.235, -3.730)  -0.26
O (-0.851, 1.638, -2.836)  -0.02
N (1.007, 1.886, -4.205)  -0.19
C (1.547, 2.572, -5.369)  -0.03
C (1.741, 0.874, -3.533)  -0.06
H (-0.706, 3.122, -4.162)  0.13
H (1.816, 3.572, -5.078)  0.08
H (0.830, 2.560, -6.200)  0.10
H (2.503, 2.083, -5.574)  0.09
H (1.858, -0.070, -4.109)  0.10
H (2.725, 1.302, -3.311)  0.10
H (1.199, 0.556, -2.595)  0.10
C (1.847, -2.732, 1.722)  -0.32
O (2.420, -1.785, 1.234)  0.02
N (2.192, -4.021, 1.516)  -0.17
C (1.269, -5.032, 1.949)  -0.04
C (3.311, -4.327, 0.639)  -0.03
H (1.040, -2.663, 2.383)  0.09
H (0.424, -5.291, 1.291)  0.09
H (0.967, -4.751, 2.933)  0.08
H (1.852, -5.995, 1.932)  0.11
H (2.828, -4.900, -0.151)  0.09
H (3.772, -3.441, 0.196)  0.07
H (4.099, -4.877, 1.137)  0.09

- Gap between HOMO and LUMO: 9.58 eV
- E_LUMO: 0.40 eV
- HOMO level: -9.17 eV



> Among the records above, which one has the lowest HOMO level?

C26H70Li4N4O13



> Which value of gap between HOMO and LUMO does entry 2 give?

9.58 eV



> The highest gap between HOMO and LUMO belongs to which entry?

C26H70N4O18



> Among the records above, which one has the highest E_LUMO?

C26H70N4O18